Record 1
37
Properties=species:S:1:pos:R:3:forces:R:3:lowdin_charge:R:1 method="wB97M-V/def2-TZVPD" homo_energy_ev=-9.10 total_charge=0 energy_ev=-17341.543 mol_weight_g_mol=187.3 smiles=CCCCCN(C)C.O.O.O.O
C -3.001893 -0.053633 -0.650218 -1.41 0.57 -1.31 -0.092
C -1.906553 0.840982 -1.273354 -3.36 0.96 6.30 -0.208
C -1.484486 1.912765 -0.221851 0.44 -0.66 -1.46 -0.169
C -0.924127 1.395659 1.093708 0.27 1.92 1.15 -0.204
C 0.305400 0.519345 1.005801 0.40 -1.23 -1.27 -0.268
N 1.529581 1.229431 0.725082 1.55 -1.59 1.40 -0.240
C 1.830220 2.196881 1.795178 3.01 0.31 -1.38 -0.106
C 2.680992 0.150646 0.797278 -3.02 1.68 0.56 -0.038
H -2.741094 -0.346391 0.312618 0.71 -0.95 1.43 0.005
H -4.046962 0.381458 -0.469129 1.46 0.08 -0.83 0.101
H -3.142364 -0.926353 -1.290079 -0.14 -0.21 0.26 0.067
H -1.081857 0.351750 -1.478625 3.91 -3.03 -1.05 0.009
H -2.285429 1.167437 -2.125668 -1.43 2.31 -3.83 0.060
H -0.628014 2.391978 -0.655542 0.61 0.66 -0.41 0.093
H -2.217962 2.697352 -0.154927 -0.53 0.13 0.56 0.105
H -0.837917 2.319953 1.769852 0.58 -1.11 -0.97 0.128
H -1.511928 0.827591 1.738886 -2.13 -1.09 0.46 0.075
H 0.247372 -0.053856 0.026695 -0.70 -0.28 1.67 0.110
H 0.406029 -0.204067 1.925825 -0.23 1.15 -1.42 0.146
H 1.038821 2.495861 2.408167 -1.58 0.48 0.38 0.041
H 2.240592 3.048036 1.196787 -0.09 -0.13 1.30 0.100
H 2.599095 1.824408 2.547401 -0.58 0.43 -0.99 0.092
H 2.880365 0.163479 1.841292 0.46 -0.98 0.88 0.050
H 3.501227 0.563240 0.327867 1.87 0.62 -1.27 0.055
H 2.400871 -0.832188 0.432437 -0.21 0.04 -0.15 0.081
O -1.370778 -2.205191 0.842671 -0.63 3.67 2.45 -0.039
H -0.970282 -1.963751 1.733865 -0.62 -0.90 -1.95 0.080
H -1.106460 -3.043342 0.606444 1.30 -2.87 -0.42 -0.030
O 1.060493 -3.859799 -0.027691 3.15 0.49 4.14 0.004
H 1.753503 -3.591470 -0.604056 1.53 0.56 -0.17 0.024
H 0.476025 -4.013768 -0.667395 -4.60 -1.11 -3.93 -0.063
O 0.005799 -2.650321 -2.439840 -3.61 0.54 0.89 -0.080
H 0.839189 -2.253589 -2.613020 0.67 1.36 -0.22 -0.004
H -0.727641 -1.942727 -2.208317 2.88 -1.84 -0.74 0.105
O 1.307727 0.203932 -2.283089 0.32 -2.32 0.08 -0.023
H 1.757149 0.175955 -1.430568 -0.14 0.70 -0.15 0.006
H 1.125279 1.082320 -2.534498 -0.10 1.66 -0.02 0.027



Record 2
15
Properties=species:S:1:pos:R:3:forces:R:3:lowdin_charge:R:1 method="wB97M-V/def2-TZVPD" homo_energy_ev=-11.02 total_charge=0 energy_ev=-115861.211 mol_weight_g_mol=358.1 smiles=ClC(Cl)Cl.ClC(Cl)Cl.ClC(Cl)Cl
Cl 1.258784 -1.501130 -0.104175 0.09 -0.01 -0.04 0.551
C -0.158355 -0.447990 -0.137553 0.03 0.04 0.05 -1.556
Cl -0.192955 0.602397 1.272197 0.00 0.06 0.02 0.529
Cl -1.637333 -1.390973 -0.260527 -0.07 -0.04 -0.02 0.535
H -0.074660 0.176103 -1.015913 -0.02 0.02 -0.03 -0.034
Cl -0.447664 4.965016 -1.738172 0.01 0.02 -0.01 0.532
C -1.475977 4.042380 -2.827562 0.02 0.00 -0.03 -1.558
Cl -1.093037 2.318540 -2.741025 -0.03 -0.04 -0.03 0.526
Cl -1.346352 4.623960 -4.486631 0.02 0.00 0.04 0.529
H -2.502032 4.169902 -2.512330 -0.02 -0.02 0.03 0.010
Cl 3.222766 -3.124455 2.862930 0.15 0.00 -0.06 0.534
C 1.515596 -3.501483 2.802978 -0.39 -0.40 0.15 -1.584
Cl 0.568710 -2.294071 3.662022 -0.04 0.05 0.07 0.518
Cl 1.188991 -5.134413 3.445969 0.11 0.28 -0.07 0.508
H 1.173518 -3.503777 1.777792 0.14 0.04 -0.06 -0.042



Record 3
32
Properties=species:S:1:pos:R:3:forces:R:3:lowdin_charge:R:1 method="wB97M-V/def2-TZVPD" homo_energy_ev=-9.92 total_charge=0 energy_ev=-26872.157 mol_weight_g_mol=262.2 smiles="N[C@@H](CC(=O)O)C(=O)N[C@@H](CCC(=O)O)C(=O)O"
N -1.513121 2.390589 2.822983 1.24 -2.82 -1.14 0.092
C -0.511171 1.464726 2.183055 0.74 -0.30 0.48 -0.281
C -0.147496 0.334859 3.259857 0.77 2.39 0.36 -0.009
C 1.117860 -0.490743 3.109645 0.77 -3.69 2.06 -0.544
O 1.366038 -1.476674 3.784770 -1.91 0.42 -0.08 0.095
O 2.132697 -0.070571 2.399879 1.42 3.13 -3.46 0.073
C -1.028957 0.692446 1.044921 -3.60 -1.40 -0.46 -0.472
O -2.257011 0.477373 0.926846 2.21 0.37 -0.63 0.047
N -0.060649 0.087586 0.302081 0.61 0.83 0.18 0.110
C -0.433596 -0.914653 -0.695562 1.74 -1.76 1.44 -0.202
C -1.091250 -0.485904 -1.954120 -4.35 -0.19 0.52 -0.174
C -0.520937 0.415608 -2.971266 1.63 -0.91 1.46 -0.098
C 0.600596 -0.177162 -3.739501 1.15 -1.10 -2.28 -0.449
O 0.604616 -1.293858 -4.324028 -0.05 3.09 2.20 0.055
O 1.641541 0.708538 -3.885901 0.80 -3.75 -2.10 0.076
C 0.836065 -1.837434 -0.900375 -1.23 1.36 2.52 -0.478
O 1.684169 -1.774238 -0.045598 0.71 -0.45 -0.62 0.109
O 0.732699 -2.796734 -1.778015 -0.55 0.34 -2.44 0.143
H -0.993296 2.853177 3.502938 0.87 1.04 1.74 0.043
H -1.781138 3.094046 2.192477 -0.61 0.87 -1.25 0.060
H 0.443086 1.889007 1.723509 -0.84 0.19 1.39 0.162
H 0.188364 1.021542 4.066707 -0.34 -0.61 0.26 0.135
H -1.025676 -0.229844 3.641345 0.77 0.27 -0.61 0.155
H 2.745278 -0.615371 1.830048 -1.43 -0.17 1.53 0.164
H 0.896758 0.151943 0.771852 -1.55 -0.61 -1.61 0.139
H -1.140609 -1.676386 -0.201109 0.71 1.17 -0.62 0.196
H -1.412445 -1.407257 -2.423387 -0.44 -0.35 -0.18 0.122
H -2.070082 0.023944 -1.592262 1.37 -0.95 -0.64 0.162
H -0.233717 1.185677 -2.323131 1.21 1.95 0.08 0.115
H -1.230751 0.787013 -3.635019 -1.36 0.43 -1.21 0.127
H 2.253014 0.103845 -4.519213 -1.43 2.23 1.89 0.201
H 0.209121 -2.435092 -2.574426 0.95 -1.01 1.22 0.127



Record-wise energy above the lowest of the compared OMol25 structures with the same formula, charge and spin values, in kJ/mol: 363.6 11.9 297.0
Record-wise lowest unoccupied orbital energy values, in eV: 0.57 0.46 0.22
Record-wise gap between HOMO and LUMO values, in eV: 9.67 11.48 10.14